ORCA calculation (ωB97M-V/def2-TZVPD) on an isolated molecule of C3H5N3O in a non-equilibrium geometry.

```
12
Properties=species:S:1:pos:R:3
N 1.621 -1.094 0.019
C 0.335 -0.547 0.008
N -0.813 -1.202 -0.030
N -1.753 -0.296 -0.027
C -1.273 0.968 0.038
C 0.096 0.857 0.010
O 0.982 1.867 -0.011
H 1.727 -1.703 -0.760
H 1.785 -1.588 0.895
H -2.693 -0.603 -0.019
H -1.893 1.874 0.123
H 1.880 1.466 -0.246
```

Calculated values
- relative energy (zero: lowest compared OMol25 entry of this formula, charge and spin) (kcal per mole) = 35.02
- LUMO energy (eV) = 0.977
- HOMO-LUMO gap (eV) = 9.421
- structure (SMILES) = Nc1n[nH]cc1O
- net charge = 0
- HOMO (eV) = -8.444